1.
The following is a quantum chemistry calculation of C38H31BrCl2HfN10O5 as an isolated structure, from the Open Molecules 2025 dataset.

Last column: Löwdin charge in e.
Element x y z (Å)
Hf: 14.149 10.311 15.231  1.671
O: 14.042 8.968 19.818  0.043
C: 15.239 8.294 19.849  -0.231
C: 15.607 7.614 21.032  -0.023
C: 16.866 7.079 21.222  -0.067
C: 17.816 7.189 20.197  -0.083
C: 17.442 7.752 18.976  -0.059
C: 16.183 8.369 18.762  -0.051
C: 15.873 8.994 17.322  -0.347
O: 14.509 9.301 17.000  -0.272
N: 16.571 10.199 17.081  0.016
N: 16.125 10.985 16.074  -0.115
C: 16.824 12.142 15.904  -0.145
C: 16.293 13.257 15.280  -0.495
Br: 14.274 13.309 15.115  0.835
C: 16.833 14.468 14.865  -0.061
C: 18.219 14.753 14.609  -0.206
C: 18.564 16.117 14.432  -0.025
C: 19.859 16.527 14.287  -0.054
C: 20.898 15.590 14.348  -0.029
C: 20.589 14.226 14.413  -0.063
C: 19.286 13.791 14.587  -0.019
H: 13.598 8.888 20.681  0.118
H: 14.864 7.465 21.805  0.117
H: 17.100 6.510 22.122  0.118
H: 18.861 6.821 20.351  0.123
H: 18.159 7.685 18.164  0.110
H: 16.194 8.192 16.630  0.134
H: 17.562 10.330 17.311  0.167
H: 17.815 12.178 16.421  0.157
H: 16.129 15.298 14.706  0.111
H: 17.767 16.872 14.474  0.129
H: 20.088 17.570 14.076  0.124
H: 21.951 15.930 14.301  0.132
H: 21.428 13.511 14.306  0.127
H: 19.058 12.705 14.593  0.112
C: 13.302 9.258 9.806  -0.054
N: 13.820 10.000 10.959  -0.075
C: 13.297 10.078 12.193  -0.114
N: 14.138 10.749 13.003  -0.093
C: 15.170 11.122 12.182  -0.160
N: 15.015 10.668 10.948  0.160
C: 11.856 9.556 9.459  -0.205
C: 11.279 8.713 8.521  -0.019
C: 9.961 8.971 8.084  -0.035
C: 9.228 10.031 8.572  0.006
C: 9.804 10.863 9.551  -0.132
C: 11.112 10.612 9.986  0.016
C: 9.048 11.892 10.228  -0.256
N: 8.091 12.661 9.788  0.118
N: 7.715 13.522 10.782  0.128
C: 8.440 13.221 11.843  -0.274
O: 9.334 12.224 11.547  0.097
C: 8.394 13.772 13.158  -0.132
C: 7.838 15.044 13.422  0.009
C: 7.718 15.481 14.734  -0.045
C: 8.185 14.711 15.797  -0.034
C: 8.715 13.445 15.562  -0.198
C: 9.192 12.639 16.776  -0.050
N: 10.177 11.587 16.486  -0.084
C: 11.456 11.701 16.109  -0.156
N: 11.995 10.520 15.817  -0.057
C: 10.937 9.635 16.080  -0.111
N: 9.836 10.267 16.413  0.160
C: 8.851 13.004 14.249  0.026
H: 13.402 8.161 10.030  0.146
H: 13.999 9.465 8.978  0.149
H: 12.310 9.702 12.465  0.160
H: 16.021 11.710 12.511  0.125
H: 11.852 7.856 8.168  0.126
H: 9.576 8.319 7.297  0.122
H: 8.226 10.278 8.192  0.137
H: 11.562 11.278 10.735  0.117
H: 7.464 15.661 12.605  0.129
H: 7.257 16.462 14.963  0.130
H: 8.136 15.058 16.827  0.122
H: 8.342 12.143 17.289  0.152
H: 9.624 13.358 17.506  0.143
H: 11.980 12.659 16.054  0.066
H: 11.040 8.560 15.933  0.135
H: 9.300 12.043 14.049  0.111
Cl: 14.554 5.245 15.406  0.592
C: 14.586 6.430 13.995  -0.924
Cl: 13.581 5.642 12.735  0.608
C: 14.251 7.855 14.385  -0.662
O: 15.256 8.649 14.411  -0.113
O: 13.110 8.336 14.660  -0.083
H: 15.626 6.435 13.642  0.079

Charge = +2
Relative energy (zero: lowest compared OMol25 entry of this formula, charge and spin) = 0.0 kcal/mol
E_HOMO (spin up / spin down) = -0.4609 / -0.4609 Eh
Electronic energy = -161429.4085 eV
Frontier orbital gap (spin up / spin down) = 5.599 / 5.600 eV

2.
The following is a quantum chemistry calculation of C38H31BrN2O5P2W as an isolated structure, from the Open Molecules 2025 dataset.

Last column: Löwdin spin population.
Element x y z (Å)
W: 0.740 0.098 0.804  1.595
O: 2.185 5.994 1.784  0.010
C: 1.799 4.746 1.571  0.014
C: 0.652 4.180 2.157  0.002
C: 0.354 2.891 1.827  0.018
N: 1.088 2.181 0.969  0.015
C: 2.262 2.663 0.542  0.012
C: 2.653 3.945 0.794  -0.003
C: 3.169 1.576 0.009  0.008
O: 4.215 1.777 -0.516  0.006
O: 2.669 0.346 0.304  0.049
C: -0.627 2.019 2.571  0.013
O: -1.538 2.419 3.217  -0.003
O: -0.270 0.707 2.432  0.042
H: 1.577 6.476 2.364  0.000
H: 0.041 4.709 2.878  0.000
H: 3.616 4.309 0.459  0.000
C: -1.697 -1.867 -0.853  0.000
C: -1.284 -0.925 -1.985  0.001
P: 0.353 -0.159 -1.680  0.035
C: 1.534 -1.119 -2.664  0.007
C: 2.811 -1.451 -2.215  0.001
C: 3.698 -2.101 -3.064  0.000
C: 3.322 -2.411 -4.361  0.000
C: 2.058 -2.059 -4.823  0.001
C: 1.170 -1.410 -3.984  0.000
C: 0.363 1.487 -2.429  0.010
C: 1.611 2.028 -2.752  0.001
C: 1.697 3.303 -3.288  0.000
C: 0.539 4.039 -3.515  0.001
C: -0.702 3.502 -3.207  0.000
C: -0.794 2.228 -2.659  0.002
P: -1.566 -0.899 0.674  0.025
C: -1.937 -1.962 2.068  0.006
C: -1.651 -3.327 1.998  0.001
C: -1.862 -4.141 3.101  0.000
C: -2.355 -3.592 4.277  0.001
C: -2.639 -2.234 4.352  0.000
C: -2.428 -1.414 3.253  0.001
C: -2.870 0.332 0.512  0.007
C: -4.198 -0.044 0.724  0.000
C: -5.215 0.878 0.530  0.000
C: -4.916 2.173 0.123  0.000
C: -3.599 2.552 -0.093  0.001
C: -2.580 1.632 0.106  0.010
H: -1.067 -2.756 -0.809  0.000
H: -2.729 -2.196 -0.987  0.000
H: -2.020 -0.129 -2.080  0.000
H: -1.250 -1.446 -2.938  0.000
H: 3.133 -1.190 -1.216  0.000
H: 4.689 -2.352 -2.709  0.000
H: 4.016 -2.913 -5.021  0.000
H: 1.768 -2.282 -5.841  0.000
H: 0.208 -1.110 -4.379  0.000
H: 2.518 1.447 -2.628  0.000
H: 2.664 3.713 -3.545  0.000
H: 0.606 5.028 -3.949  0.000
H: -1.603 4.068 -3.401  0.000
H: -1.775 1.841 -2.418  0.000
H: -1.283 -3.772 1.082  0.000
H: -1.658 -5.201 3.038  0.000
H: -2.528 -4.227 5.136  0.000
H: -3.031 -1.810 5.267  0.000
H: -2.644 -0.355 3.322  0.000
H: -4.441 -1.048 1.051  0.000
H: -6.243 0.588 0.701  0.000
H: -5.714 2.891 -0.021  0.000
H: -3.365 3.561 -0.408  0.000
H: -1.556 1.938 -0.076  0.008
Br: 3.144 -5.806 2.933  0.008
C: 2.421 -4.238 2.265  0.018
C: 2.100 -4.133 0.920  0.000
C: 1.563 -2.953 0.456  0.022
N: 1.331 -1.902 1.260  0.028
C: 1.652 -2.017 2.566  0.025
C: 2.195 -3.159 3.107  -0.003
H: 2.269 -4.951 0.235  0.000
H: 1.314 -2.839 -0.589  0.002
H: 1.437 -1.166 3.203  0.003
H: 2.430 -3.202 4.160  -0.001

Multiplicity = 3
Charge = +2
Relative energy (zero: lowest compared OMol25 entry of this formula, charge and spin) = 9.0 kcal/mol
E_HOMO (spin up / spin down) = -0.5164 / -0.5228 Eh
Electronic energy = -143562.3780 eV
Frontier orbital gap (spin up / spin down) = 7.321 / 7.341 eV

3.
The following is a quantum chemistry calculation of C38H31Cl3F2N5OPS2Tm as an isolated structure, from the Open Molecules 2025 dataset.

Last column: Löwdin spin population.
Element x y z (Å)
Tm: -0.031 -1.107 0.352  2.013
C: 1.705 -1.600 -4.908  0.000
S: 2.925 -0.924 -3.760  0.000
C: 2.105 -1.041 -2.175  0.000
S: 1.122 -2.423 -1.815  -0.003
N: 2.424 -0.072 -1.401  0.000
N: 1.940 -0.097 -0.076  -0.002
C: 2.914 -0.299 0.817  0.000
C: 2.713 -0.283 2.179  0.000
C: 3.669 -0.736 3.115  0.000
C: 3.275 -1.141 4.358  0.000
C: 1.871 -1.190 4.641  0.000
C: 0.975 -0.631 3.808  0.000
N: 1.412 0.136 2.673  -0.001
H: 2.245 -1.898 -5.805  0.000
H: 0.960 -0.842 -5.154  0.000
H: 1.229 -2.462 -4.449  0.000
H: 3.912 -0.527 0.446  0.000
H: 4.696 -0.854 2.785  0.000
H: 3.987 -1.523 5.077  0.000
H: 1.514 -1.744 5.500  0.000
H: -0.092 -0.693 3.965  0.000
Cl: 0.811 -6.822 5.384  0.000
C: 0.356 -5.462 4.392  0.000
C: 1.194 -5.054 3.368  0.000
C: 0.802 -3.981 2.599  0.000
Cl: 1.791 -3.350 1.326  0.000
C: -0.414 -3.287 2.766  0.000
O: -0.740 -2.312 1.985  -0.002
C: -1.199 -3.733 3.844  0.000
Cl: -2.678 -2.886 4.169  0.000
C: -0.835 -4.802 4.643  0.000
H: 2.134 -5.554 3.181  0.000
H: -1.475 -5.111 5.456  0.000
N: -2.225 -0.102 -2.571  0.000
P: -0.845 0.678 -1.900  0.000
C: -0.249 1.499 -3.498  0.000
C: -1.112 1.913 -4.516  0.000
C: -0.662 2.682 -5.578  0.000
C: 0.669 3.068 -5.639  0.000
C: 1.538 2.674 -4.633  0.000
C: 1.083 1.898 -3.575  0.000
C: -1.326 2.335 -1.253  0.000
C: -0.307 3.012 -0.583  0.000
C: -0.532 4.276 -0.060  0.000
C: -1.776 4.875 -0.201  0.000
C: -2.793 4.205 -0.866  0.000
C: -2.568 2.939 -1.390  0.000
C: -2.492 -1.434 -2.352  0.000
C: -3.418 -2.101 -3.171  0.000
C: -3.683 -3.429 -2.940  0.000
C: -3.029 -4.084 -1.900  0.000
C: -2.126 -3.357 -1.157  0.000
N: -1.851 -2.067 -1.369  -0.001
H: -2.654 0.275 -3.399  0.000
H: -2.168 1.664 -4.492  0.000
H: -1.355 2.989 -6.353  0.000
H: 1.025 3.678 -6.460  0.000
H: 2.579 2.970 -4.672  0.000
H: 1.772 1.599 -2.795  0.000
H: 0.658 2.530 -0.451  0.000
H: 0.261 4.784 0.473  0.000
H: -1.955 5.858 0.218  0.000
H: -3.768 4.667 -0.970  0.000
H: -3.374 2.412 -1.891  0.000
H: -3.899 -1.567 -3.982  0.000
H: -4.388 -3.960 -3.568  0.000
H: -3.210 -5.126 -1.681  0.000
H: -1.581 -3.825 -0.343  0.000
F: -1.044 0.635 1.254  -0.001
C: -2.156 0.343 0.312  -0.001
F: -2.589 -0.898 0.830  -0.001
H: -2.942 1.031 0.636  0.000
C: 0.876 4.317 3.171  0.000
C: 2.018 3.826 2.556  0.000
C: 2.200 2.462 2.378  0.000
C: 1.243 1.552 2.825  0.000
C: 0.088 2.054 3.429  0.000
C: -0.090 3.416 3.596  0.000
H: 0.739 5.382 3.308  0.000
H: 2.784 4.509 2.210  0.000
H: 3.099 2.099 1.901  0.000
H: -0.683 1.376 3.765  0.000
H: -1.000 3.775 4.061  0.000

Multiplicity = 3
Charge = -1
E_HOMO (spin up / spin down) = -0.1333 / -0.1332 Eh
Electronic energy = -152902.0414 eV
Frontier orbital gap (spin up / spin down) = 5.991 / 5.989 eV

- Which value of electronic energy does entry 3 give?
  -152902.0414 eV